# 1
Here is a molecular structure, C20H18BaN2O8 at a distorted geometry from the Open Molecules 2025 dataset. Energies are from wB97M-V/def2-TZVPD.

Geometry as ORCA input:
```
! RIJCOSX wB97M-V def2-TZVPD def2/J DEFGRID3
* xyz -2 1
Ba -20.3534 21.4098 6.8342
C -22.6507 15.9481 11.6220
C -22.1131 17.1603 11.0711
C -22.1421 18.4714 11.9970
O -21.9443 19.5688 11.4455
C -22.4625 18.2950 13.4202
C -22.8423 17.0786 13.8630
C -22.9717 15.8740 12.9629
O -23.5424 14.7681 13.3343
O -23.1288 17.0432 15.1504
O -21.7527 17.3210 9.8729
H -22.7945 15.0834 10.9911
H -22.4084 19.1901 14.0222
C -16.8779 23.3217 0.1979
C -17.1643 22.7071 1.5004
C -16.4586 21.2964 1.7953
O -16.8245 20.6617 2.7862
C -15.4726 20.7488 0.8281
C -15.2341 21.4571 -0.3066
C -15.9626 22.7879 -0.5971
O -15.7338 23.5218 -1.6630
O -14.3553 21.0144 -1.1680
O -17.9065 23.1547 2.3710
H -17.3414 24.2800 0.0156
H -14.9678 19.8148 1.0260
C -11.1278 19.1935 10.6276
C -11.5589 18.2345 9.5320
C -12.4791 18.8141 8.5522
C -13.7612 19.2850 9.0612
N -14.7368 19.7445 9.4904
H -12.0186 19.5522 11.1434
H -10.6869 20.0446 10.1085
H -10.4057 18.7497 11.3130
H -12.0146 17.3715 10.0175
H -10.6231 17.8722 9.1064
H -12.6740 18.0972 7.7546
H -11.9680 19.6900 8.1527
C -25.8090 29.0240 8.8526
C -26.7472 27.9519 9.3223
C -26.8252 26.7475 8.3268
C -25.5134 26.2755 8.0002
N -24.4408 25.8889 7.7978
H -24.8006 28.6606 9.0505
H -25.9961 29.9023 9.4704
H -25.8426 29.2805 7.7937
H -27.7501 28.3725 9.3955
H -26.5372 27.7064 10.3633
H -27.1959 27.1362 7.3783
H -27.5011 25.9492 8.6332
*
```

ΔE to the lowest compared entry with this formula, charge and spin   284.64 kcal per mole
HOMO energy   -1.471 eV
LUMO energy   0.0 eV
HOMO-LUMO gap   1.495 eV

Löwdin population analysis, charges in e, atoms 1 to 4: 1.0965, -0.0060, -0.3509, -0.3423

***

# 2
Here is a molecular structure, C25H41AsN2OPdS2Si3 from the Open Molecules 2025 dataset. Energies are from wB97M-V/def2-TZVPD.

Geometry as ORCA input:
```
! RIJCOSX wB97M-V def2-TZVPD def2/J DEFGRID3
* xyz 2 1
Pd -0.6946 0.7826 -0.0858
C -0.8596 5.2544 0.3820
C -0.8533 3.9152 -0.2909
N -0.7472 2.7582 0.5400
N -0.5918 3.0173 1.7513
C -0.3134 1.9094 2.5917
S -0.2439 0.3231 2.0633
S -0.0913 2.4983 4.1502
C 0.6393 1.1091 5.0985
C 2.1118 1.0557 4.8114
C 2.9500 2.0526 5.3099
C 4.3072 2.0192 5.0420
C 4.8394 0.9899 4.2746
C 4.0120 -0.0086 3.7836
C 2.6502 0.0251 4.0485
C -0.8733 3.7863 -1.6527
C -0.7032 5.0075 -2.4325
C -0.7623 5.0199 -3.7708
C -1.0363 3.8057 -4.5000
C -1.2075 2.6318 -3.8635
C -1.1257 2.5291 -2.4304
O -1.3698 1.4103 -1.9262
H -1.0740 5.1684 1.4394
H 0.1181 5.7319 0.2817
H -1.6043 5.9010 -0.0761
H 0.4288 1.3903 6.1304
H 0.1057 0.1869 4.8779
H 2.5418 2.8504 5.9204
H 4.9540 2.7877 5.4427
H 5.9024 0.9581 4.0775
H 4.4298 -0.8265 3.2114
H 2.0120 -0.7737 3.6951
H -0.4791 5.9231 -1.9092
H -0.5987 5.9382 -4.3167
H -1.1027 3.8468 -5.5798
H -1.4230 1.7187 -4.4002
C -0.0964 -4.8697 -0.0403
Si -0.2864 -3.2836 0.9100
C 1.2696 -2.9197 1.8657
C -1.8097 -3.2441 1.9790
As -0.6253 -1.5590 -0.7452
Si -2.8214 -1.9694 -1.6921
C -2.9984 -3.8168 -1.8478
C -2.9587 -1.1789 -3.3684
C -3.9902 -1.2159 -0.4438
Si 1.2754 -1.3032 -2.2022
C 0.6207 -0.8438 -3.8801
C 2.2304 -2.8975 -2.2342
C 2.2806 0.0780 -1.4382
H 0.2142 -5.6500 0.6604
H 0.6740 -4.7997 -0.8076
H -1.0236 -5.1971 -0.5066
H 1.3914 -3.6881 2.6343
H 1.2361 -1.9551 2.3674
H 2.1544 -2.9510 1.2275
H -1.7008 -3.9665 2.7923
H -2.7030 -3.5178 1.4161
H -1.9805 -2.2640 2.4286
H -2.1325 -4.2714 -2.3310
H -3.8668 -4.0268 -2.4783
H -3.1637 -4.3108 -0.8900
H -2.3158 -1.6623 -4.1038
H -2.7291 -0.1173 -3.3292
H -3.9928 -1.2915 -3.7062
H -4.3471 -1.9619 0.2674
H -4.8620 -0.8088 -0.9615
H -3.5332 -0.4011 0.1196
H 0.0604 -1.6653 -4.3276
H 1.4556 -0.6110 -4.5465
H -0.0282 0.0310 -3.8324
H 1.6295 -3.7225 -2.6190
H 2.6106 -3.1728 -1.2490
H 3.0909 -2.7829 -2.8987
H 1.8899 1.0620 -1.7105
H 3.3052 0.0213 -1.8168
H 2.3293 0.0116 -0.3495
*
```

ΔE to the lowest compared entry with this formula, charge and spin   0.00 kcal per mole
HOMO energy (alpha / beta)   -13.944 / -13.944 eV
LUMO energy (alpha / beta)   -8.8 / -8.8 eV
HOMO-LUMO gap (alpha / beta)   5.187 / 5.186 eV

Löwdin population analysis, charges in e, atoms 1 to 4: 0.4833, -0.0076, -0.1561, -0.0446

***

# 3
Here is a molecular structure, C11H14CuNSSi from the Open Molecules 2025 dataset. Energies are from wB97M-V/def2-TZVPD.

Geometry as ORCA input:
```
! RIJCOSX wB97M-V def2-TZVPD def2/J DEFGRID3
* xyz 0 1
Cu 0.6053 0.6652 1.5348
S 0.5798 -0.0660 5.8894
C 0.7057 1.6059 5.5423
C 0.7141 1.8047 4.2033
N 0.6254 0.6553 3.4556
C 0.5485 -0.4034 4.2146
H 0.7639 2.3454 6.3232
H 0.7850 2.7627 3.7130
H 0.4741 -1.4086 3.8294
C 0.0700 2.2804 -1.6332
Si 0.6345 0.6713 -0.7527
C 2.3083 0.3351 -1.6282
C -0.5175 -0.6606 -1.5264
C -1.2720 -1.5092 -0.7139
C -2.1131 -2.4796 -1.2424
C -2.2202 -2.6255 -2.6176
C -1.4808 -1.7937 -3.4477
C -0.6449 -0.8287 -2.9062
H 0.1363 2.1729 -2.7185
H 0.7027 3.1249 -1.3460
H -0.9626 2.5365 -1.3839
H 2.1928 0.3873 -2.7134
H 2.7056 -0.6522 -1.3807
H 3.0571 1.0781 -1.3396
H -1.2010 -1.4050 0.3654
H -2.6863 -3.1223 -0.5842
H -2.8742 -3.3799 -3.0369
H -1.5592 -1.9007 -4.5234
H -0.0769 -0.1905 -3.5761
*
```

HOMO energy   -7.757 eV
LUMO energy   -0.1 eV
HOMO-LUMO gap   7.695 eV

Löwdin population analysis, charges in e, atoms 1 to 4: 0.2948, 1.0438, -0.3787, -0.2224

***

# 4
Here is a molecular structure, C23H32ClNRe at a distorted geometry from the Open Molecules 2025 dataset. Energies are from wB97M-V/def2-TZVPD.

Geometry as ORCA input:
```
! RIJCOSX wB97M-V def2-TZVPD def2/J DEFGRID3
* xyz 2 4
C -0.3801 -0.0473 -5.2539
C 0.9940 0.4486 -5.2771
C -0.6749 -1.4661 -5.3337
C -1.4712 0.8878 -5.5181
Cl -0.6218 0.3043 -2.2825
H -0.5620 -1.5748 -6.4253
H -1.7089 -1.7221 -5.0710
H -0.0030 -2.1694 -4.8244
H 1.1529 0.4483 -6.3711
H 1.7562 -0.1902 -4.8058
H 1.1266 1.4805 -4.9184
H -1.4032 0.9276 -6.6176
H -1.3552 1.9095 -5.1301
H -2.4667 0.5058 -5.2507
C 1.2672 -1.8011 0.7854
C 0.5347 -2.6080 -0.1338
C 0.7930 -2.0866 -1.4633
H 0.0456 -3.5488 0.1009
C 1.7269 -0.9611 -1.3097
C 1.9770 -0.8031 0.0719
H 2.6244 -0.0513 0.4910
H 1.3511 -2.0371 1.8335
H 0.5139 -2.5649 -2.3954
H 2.1698 -0.4080 -2.1219
C -2.3356 0.1357 0.7330
C -1.9167 -1.0774 1.3672
C -2.0568 -2.1413 0.3953
H -1.7128 -1.2068 2.4078
C -2.4966 -1.5745 -0.8464
C -2.7584 -0.1714 -0.5915
H -3.2253 0.5090 -1.2903
H -2.3978 1.1301 1.1857
H -1.9623 -3.1902 0.5783
H -2.6823 -2.0923 -1.7978
Re -0.6232 -0.7475 -0.4046
C -0.4346 0.9073 4.7952
N 0.9235 0.3208 4.5610
C 1.1830 -0.8059 5.4856
C 1.0620 -0.0839 3.1184
C 0.9580 1.1103 2.2233
C 1.5780 2.3062 2.6722
C 1.2139 3.5304 2.1046
C 0.5675 3.5594 0.8750
C 0.1103 2.3505 0.3356
C 0.2697 1.1648 1.0179
H -1.2244 0.2000 4.4846
H -0.5030 1.8290 4.2064
H -0.5223 1.1551 5.8664
H 1.6374 1.0486 4.7711
H 0.5069 -1.6434 5.3301
H 2.1973 -1.1551 5.3456
H 1.0907 -0.4658 6.5198
H 2.0530 -0.5352 3.0490
H 0.2836 -0.8403 2.9260
H 2.2937 2.2763 3.4944
H 1.5206 4.4527 2.5986
H 0.3452 4.5033 0.3801
H -0.3285 2.3692 -0.6762
*
```

<S²>   3.7733
ΔE to the lowest compared entry with this formula, charge and spin   41.57 kcal per mole
HOMO energy (alpha / beta)   -10.970 / -13.763 eV
LUMO energy (alpha / beta)   -7.0 / -7.0 eV
HOMO-LUMO gap (alpha / beta)   3.942 / 6.810 eV

Löwdin population analysis, charges in e, atoms 1 to 4: -0.3310, -0.0261, -0.0152, -0.0298